A) Entry from the OMol25 dataset: an isolated molecule of C15H14Cl2O3S (ωB97M-V/def2-TZVPD).

Properties
Frontier orbital gap in Eh: 0.33906
Molar mass in g mol⁻¹: 345.2
E_HOMO in eV: -9.2648
LUMO in Ha: -0.00142
SMILES string: CO[C@H](c1ccccc1)[C@H](Cl)S(=O)(=O)c1ccc(Cl)cc1

```
35
Properties=species:S:1:pos:R:3:nbo_charge:R:1
C 2.1580 0.1170 -2.7915 -0.249
O 0.8383 0.5197 -2.4098 -0.556
C -0.0098 -0.2601 -1.6185 0.052
C -1.4009 0.0002 -2.3176 -0.027
C -2.2246 -1.0711 -2.6722 -0.219
C -3.4191 -0.8132 -3.4359 -0.202
C -3.7844 0.5241 -3.8031 -0.217
C -2.8919 1.5570 -3.4443 -0.203
C -1.6991 1.2879 -2.7303 -0.188
C 0.1077 0.0093 -0.1049 -0.390
Cl -0.2441 1.6971 0.2984 -0.029
S 1.7612 -0.4430 1.0034 2.082
O 2.8472 0.4505 0.6705 -0.904
O 1.9755 -1.8507 0.7295 -0.948
C 1.3578 -0.3104 2.8196 -0.283
C 1.5078 0.9376 3.4008 -0.175
C 1.4267 1.0792 4.7892 -0.220
C 1.1919 -0.0426 5.5883 -0.015
Cl 1.1592 0.1290 7.3144 0.026
C 0.9808 -1.2902 4.9978 -0.230
C 1.0693 -1.4243 3.6024 -0.174
H 2.5671 1.0572 -3.1804 0.201
H 2.7809 -0.2418 -1.9642 0.191
H 2.1183 -0.6065 -3.6227 0.174
H 0.3520 -1.2907 -1.5048 0.206
H -1.9839 -2.0476 -2.3053 0.215
H -4.0774 -1.6405 -3.7452 0.215
H -4.6163 0.7012 -4.4804 0.220
H -3.1355 2.5839 -3.7413 0.215
H -1.0753 2.0816 -2.4076 0.232
H -0.7080 -0.6936 0.1942 0.232
H 1.7476 1.8061 2.8059 0.250
H 1.5818 2.0410 5.2503 0.234
H 0.7840 -2.1411 5.6336 0.236
H 0.9570 -2.4124 3.1820 0.249
```

---

B) Entry from the OMol25 dataset: a structure of composition C15H14Cl2O3S (ωB97M-V/def2-TZVPD).

Properties
Frontier orbital gap in Eh: 0.25593
Molar mass in g mol⁻¹: 345.2
E_HOMO in eV: -7.5716
LUMO in Ha: -0.02232

```
35
Properties=species:S:1:pos:R:3:nbo_charge:R:1
C 2.1902 0.1525 -3.0660 -0.248
O 0.7920 0.4681 -2.8208 -0.488
C -0.0420 -0.1207 -1.9858 0.269
C -1.4440 0.0056 -2.4296 -0.045
C -2.2929 -1.0659 -2.8528 -0.196
C -3.4698 -0.7682 -3.5411 -0.224
C -3.8435 0.5477 -3.8658 -0.186
C -2.9482 1.5666 -3.5295 -0.207
C -1.7725 1.3030 -2.8633 -0.193
H 2.6525 1.1022 -3.3381 0.207
H 2.6576 -0.2329 -2.1576 0.213
H 2.3263 -0.5460 -3.9004 0.198
H 0.3038 -0.9835 -1.3372 0.289
H -2.0284 -2.1184 -2.6419 0.227
H -4.1717 -1.5595 -3.8085 0.219
H -4.7839 0.7703 -4.3863 0.223
H -3.2041 2.6008 -3.7484 0.215
H -1.0625 2.1103 -2.6444 0.227
Cl 1.2335 0.1257 7.5083 0.016
C 1.2275 -0.0350 5.7782 -0.019
C 1.4831 1.0731 4.9656 -0.232
C 1.5641 0.9245 3.5790 -0.175
C 1.3581 -0.3256 3.0024 -0.292
S 1.6521 -0.5455 1.1916 2.116
C 0.2920 -0.2685 0.0010 -0.760
Cl -0.1224 1.4324 -0.1332 0.008
O 2.4964 0.5712 0.8255 -0.975
O 2.1365 -1.8958 1.0622 -0.945
C 1.1114 -1.4358 3.8055 -0.179
C 1.0298 -1.2855 5.1916 -0.234
H 1.6164 2.0352 5.4307 0.231
H 1.7590 1.7897 2.9591 0.251
H -0.4723 -0.8502 0.5581 0.218
H 0.9546 -2.4113 3.3635 0.243
H 0.8213 -2.1306 5.8289 0.230
```

---

Most favorable structure: A). The second most favorable one is 0.1519 hartree above it.

---

A) Entry from the OMol25 dataset: a cluster of 2 separate species, C3H8O3S in total (ωB97M-V/def2-TZVPD).

Properties
Frontier orbital gap in Eh: 0.37264
Molar mass in g mol⁻¹: 124.2
E_HOMO in eV: -9.5266
LUMO in Ha: 0.02255

```
15
Properties=species:S:1:pos:R:3:nbo_charge:R:1
C 1.0797 1.9665 -0.1593 -0.661
C 1.7733 -0.3341 0.3510 -0.515
C 0.8909 0.5320 -0.0868 0.318
O -1.7395 -2.5132 -0.9232 -0.966
O -2.8611 -0.6597 0.2370 -0.959
O -0.4257 0.1349 -0.5297 -0.741
S -2.5117 -2.2942 0.2855 1.402
H 0.5802 2.4559 0.5661 0.221
H 0.8705 2.4741 -1.1992 0.231
H 2.1703 2.2184 0.0007 0.222
H 1.5055 -1.3702 0.3249 0.211
H 2.6578 0.1742 0.8283 0.225
H -2.2998 0.0535 -0.1627 0.540
H -0.2823 -0.7519 -0.8105 0.494
H -1.4082 -2.0862 1.2781 -0.023
```

---

B) Entry from the OMol25 dataset: a cluster of 2 separate species, C3H8O3S in total (ωB97M-V/def2-TZVPD).

Properties
Frontier orbital gap in Eh: 0.36260
Molar mass in g mol⁻¹: 124.2
E_HOMO in eV: -9.4420
LUMO in Ha: 0.01562
SMILES string: O=C(O)CCS.O

```
15
Properties=species:S:1:pos:R:3:nbo_charge:R:1
O -1.2810 1.1497 2.2585 -0.574
C -0.4967 0.4238 1.6879 0.805
O 0.1062 -0.6149 2.2828 -0.721
C -0.0990 0.3302 0.1692 -0.498
C 1.3988 -0.0799 -0.2108 -0.516
S 1.5487 -0.8348 -1.8494 -0.033
H -0.1464 -0.8780 3.1962 0.507
H -0.7052 -0.5734 -0.1697 0.233
H -0.3472 1.2290 -0.2635 0.229
H 1.8237 -0.8136 0.4911 0.230
H 2.0297 0.7480 -0.0499 0.207
H 2.5831 -1.5191 -1.3828 0.129
O -2.5935 0.7798 -1.8180 -0.932
H -1.8565 0.8252 -2.2939 0.458
H -2.8317 -0.2225 -1.6016 0.477
```

---

Most favorable structure: B). The second most favorable one is 0.0705 hartree above it.